108
Properties=species:S:1:pos:R:3:lowdin_charge:R:1 method="wB97M-V/def2-TZVPD" relative_energy_kj_mol=196.22 charge=-2 lumo_ev="3.77 / 3.77" homo_ev="-0.9 / -1.7"
Pb 0.67 -0.52 0.24 1.306
O 8.80 -2.98 1.63 0.081
C 7.57 -3.51 1.38 -0.499
O 7.56 -4.55 0.76 0.074
C 6.37 -2.70 1.67 -0.157
C 6.40 -1.48 2.41 -0.054
C 5.26 -0.74 2.61 -0.034
C 4.02 -1.17 2.07 -0.287
C 3.98 -2.34 1.32 -0.008
C 5.13 -3.08 1.15 -0.016
N 2.88 -0.42 2.16 0.033
C 2.82 0.65 2.88 -0.184
C 1.73 1.47 3.03 -0.289
C 1.64 2.50 4.06 -0.034
C 0.50 3.24 4.15 -0.122
C -0.59 3.04 3.29 -0.105
C -0.45 2.06 2.33 -0.147
N 0.64 1.26 2.24 0.003
H 8.74 -2.24 2.23 0.072
H 7.31 -0.98 2.68 0.091
H 5.42 0.26 2.98 0.086
H 3.03 -2.66 0.86 0.099
H 5.05 -3.98 0.58 0.113
H 3.67 0.95 3.51 0.102
H 2.47 2.74 4.66 0.080
H 0.41 4.00 4.90 0.083
H -1.54 3.53 3.41 0.082
H -1.33 1.81 1.67 0.103
C -6.75 3.86 -1.45 -0.051
C -5.79 3.28 -2.55 -0.566
C -5.14 4.42 -3.32 -0.076
C -6.61 2.48 -3.54 -0.077
C -4.74 2.38 -1.88 -0.188
C -3.37 2.67 -2.01 -0.115
C -2.41 1.92 -1.36 -0.587
Br -0.61 2.41 -1.65 0.762
C -2.69 0.83 -0.52 -0.417
O -1.76 0.16 0.08 -0.308
C -4.12 0.50 -0.42 -0.089
C -5.06 1.28 -1.06 -0.011
C -4.52 -0.65 0.50 -0.525
C -3.68 -1.92 0.36 -0.028
C -5.99 -1.09 0.31 -0.072
C -4.36 -0.08 1.92 -0.040
H -7.62 4.40 -1.82 0.068
H -6.24 4.55 -0.79 0.076
H -7.14 3.09 -0.77 0.073
H -6.00 4.94 -3.77 0.078
H -4.51 4.01 -4.11 0.084
H -4.59 5.07 -2.65 0.084
H -7.16 3.24 -4.10 0.067
H -7.33 1.77 -3.12 0.079
H -5.99 1.88 -4.26 0.103
H -2.95 3.52 -2.55 0.078
H -6.13 1.05 -0.97 0.095
H -3.73 -2.26 -0.65 0.060
H -4.16 -2.65 0.97 0.072
H -2.64 -1.77 0.57 0.056
H -6.08 -1.50 -0.70 0.082
H -6.69 -0.26 0.41 0.068
H -6.27 -1.82 1.06 0.073
H -3.31 0.04 2.10 0.062
H -4.80 -0.75 2.65 0.076
H -4.83 0.94 2.01 0.100
Br -1.04 0.13 -4.61 0.664
C -1.25 -1.42 -3.48 -0.710
C -2.49 -2.03 -3.50 -0.119
C -2.55 -3.27 -2.85 -0.088
C -1.45 -3.82 -2.25 -0.009
C -0.30 -3.03 -2.19 -0.164
N -0.20 -1.85 -2.81 0.108
C 0.93 -3.51 -1.33 -0.667
O 1.06 -4.74 -1.25 -0.008
O 1.63 -2.61 -0.80 -0.212
H -3.35 -1.64 -4.06 0.099
H -3.50 -3.75 -2.82 0.096
H -1.46 -4.75 -1.73 0.113
C 2.67 1.88 -2.57 -0.268
Si 3.36 0.52 -1.35 0.643
C 3.80 -0.96 -2.52 -0.222
C 4.94 1.39 -0.84 -0.303
C 6.15 0.65 -0.81 -0.108
C 7.38 1.24 -0.56 -0.107
C 7.40 2.58 -0.21 -0.135
C 6.23 3.31 -0.13 -0.121
C 5.02 2.75 -0.47 -0.106
H 3.42 2.14 -3.33 0.028
H 2.40 2.79 -2.05 -0.020
H 1.68 1.57 -2.98 -0.035
H 4.54 -0.43 -3.17 0.025
H 2.92 -1.37 -3.09 0.032
H 4.22 -1.80 -1.96 0.012
H 6.14 -0.41 -1.05 0.094
H 8.29 0.64 -0.63 0.101
H 8.38 3.04 -0.06 0.095
H 6.29 4.32 0.27 0.094
H 4.10 3.35 -0.45 0.101
F -1.55 -4.72 4.63 0.003
C -1.12 -3.87 3.65 -0.292
C -0.73 -4.37 2.45 -0.042
C -0.23 -3.52 1.51 -0.125
C -0.07 -2.17 1.73 -0.269
C -0.59 -1.69 2.94 -0.147
C -1.11 -2.51 3.92 -0.033
H -0.78 -5.47 2.27 0.126
H 0.24 -3.98 0.62 0.075
H -0.50 -0.64 3.26 0.084
H -1.29 -2.08 4.88 0.100